1.
115
Properties=species:S:1:pos:R:3:forces:R:3:lowdin_spin:R:1 method="wB97M-V/def2-TZVPD" lumo_energy_ev="-8.995 / -8.875" multiplicity=2 total_charge=+3 homo_ha="-0.587 / -0.588" de_lowest_ev=0.0000 orbital_gap_ha="0.25676 / 0.26141" s_squared=0.7538
Ti 0.048129 -0.062890 -0.403998 -0.38 -2.04 0.93 0.95
C 3.177568 0.120857 1.554252 0.11 0.27 0.14 0.00
C 2.103201 0.067790 2.637801 0.00 -0.19 0.26 0.00
P 0.336899 0.407912 2.144261 0.51 0.51 1.32 0.01
C 0.035873 2.191014 2.472938 -0.04 -0.07 -0.17 0.00
C -0.868779 2.850783 1.635313 -0.16 -0.29 -0.07 0.00
C -1.157402 4.190767 1.818599 -0.45 0.31 -0.33 0.00
C -0.512881 4.903052 2.819891 -0.09 0.53 -0.02 0.00
C 0.397044 4.263280 3.643579 0.47 0.19 0.53 0.00
C 0.660813 2.911223 3.491095 0.29 -0.44 0.12 0.00
C -0.478449 -0.402636 3.559865 -0.31 -0.24 -0.37 0.00
C -1.569055 -1.236320 3.322296 0.08 0.10 -0.32 0.00
C -2.248487 -1.817339 4.377832 -0.56 -0.38 -0.12 0.00
C -1.820000 -1.599812 5.678829 -0.44 -0.28 0.34 0.00
C -0.724271 -0.791014 5.921520 0.46 0.27 0.49 0.00
C -0.054766 -0.179980 4.870554 0.35 0.24 -0.02 0.00
P 2.710146 -0.546128 -0.126731 1.00 0.32 0.41 0.00
C 3.450131 -2.218759 -0.045483 -0.16 -0.13 -0.12 0.00
C 4.040908 -2.763707 -1.195578 -0.12 0.34 0.04 0.00
C 4.646297 -4.010056 -1.133776 0.20 -0.26 -0.61 0.00
C 4.640034 -4.734700 0.048704 0.11 -0.36 0.21 0.00
C 4.031618 -4.209984 1.181464 -0.02 -0.30 0.50 0.00
C 3.439005 -2.959087 1.139509 -0.12 0.42 0.04 0.00
C 4.000152 0.319164 -1.086554 -0.36 0.04 -0.20 0.00
C 3.703202 1.122838 -2.184886 -0.29 -0.12 0.03 0.00
C 4.718666 1.802619 -2.841268 -0.16 0.30 -0.42 0.00
C 6.028999 1.686699 -2.405681 0.46 0.40 -0.37 0.00
C 6.331947 0.874725 -1.325634 0.33 -0.26 0.40 0.00
C 5.323843 0.189575 -0.665876 0.14 -0.21 0.28 0.00
H 4.056366 -0.443800 1.908498 -0.27 0.24 -0.22 0.00
H 3.533162 1.156527 1.399488 -0.16 -0.49 -0.01 0.00
H 2.390815 0.750168 3.454080 -0.16 -0.29 -0.23 0.00
H 2.066104 -0.944524 3.084281 -0.08 0.44 -0.19 0.00
H -1.364742 2.287364 0.832948 0.17 0.34 0.33 0.00
H -1.892404 4.697717 1.178108 0.36 -0.28 0.27 0.00
H -0.714622 5.970075 2.961011 0.04 -0.45 -0.07 0.00
H 0.927027 4.820574 4.422283 -0.30 -0.18 -0.26 0.00
H 1.361616 2.418545 4.180080 -0.32 0.35 -0.37 0.00
H -1.879903 -1.405703 2.284615 0.00 0.01 0.38 0.00
H -3.128613 -2.445630 4.187994 0.43 0.25 0.10 0.00
H -2.356525 -2.057244 6.517616 0.24 0.18 -0.37 0.00
H -0.377604 -0.619678 6.947755 -0.20 -0.08 -0.46 0.00
H 0.799603 0.475581 5.086403 -0.45 -0.36 -0.06 0.00
H 4.058206 -2.183111 -2.120590 0.07 -0.19 0.22 0.00
H 5.144593 -4.420873 -2.020137 -0.24 0.20 0.38 0.00
H 5.120576 -5.713427 0.102114 -0.12 0.32 -0.07 0.00
H 4.024763 -4.774635 2.121417 0.04 0.20 -0.44 0.00
H 2.965720 -2.551971 2.036895 0.23 -0.19 -0.29 0.00
H 2.672149 1.205200 -2.537448 0.35 -0.01 0.04 0.00
H 4.478724 2.424335 -3.706834 0.12 -0.18 0.28 0.00
H 6.836682 2.234133 -2.912255 -0.48 -0.30 0.21 0.00
H 7.363358 0.759808 -0.984685 -0.33 0.09 -0.16 0.00
H 5.569567 -0.465955 0.179772 -0.02 0.31 -0.40 0.00
N 0.506668 -2.215643 -3.279270 -0.05 -0.21 0.15 0.00
C 0.226626 -0.929942 -3.553381 0.03 -0.22 0.07 0.01
N 0.135092 -0.605346 -4.824254 0.05 -0.19 -0.24 0.00
C -0.103330 0.672919 -5.119886 -0.18 -0.31 -0.49 0.00
N -0.302279 1.026019 -6.387616 0.03 0.08 0.45 0.01
N -0.125876 1.637123 -4.181087 0.18 0.62 1.44 0.00
C 0.019434 1.249349 -2.929479 -0.41 -0.97 -2.22 0.01
N 0.100304 -0.050964 -2.509498 0.09 0.90 -0.78 0.01
C 0.306397 2.270790 -1.944854 0.43 1.30 0.82 0.00
C 0.352525 3.626716 -2.276385 -0.45 -0.57 -0.49 0.00
C 1.005764 4.506809 -1.433994 0.21 0.08 0.45 0.00
C 1.637220 3.981353 -0.305186 0.30 0.96 -0.08 0.00
C 1.475138 2.654649 0.003499 0.02 -0.31 0.22 0.00
N 0.771194 1.798909 -0.755305 0.51 1.58 -0.84 -0.01
H 0.542317 -2.832367 -4.087975 -0.09 0.13 0.38 0.00
H 0.315266 -2.608534 -2.362175 0.05 0.21 -0.64 0.00
H -0.250139 0.323971 -7.114321 -0.05 0.17 0.10 0.00
H -0.485259 1.999795 -6.616688 0.12 -0.45 0.05 0.00
H -0.104998 3.944079 -3.218379 0.30 -0.14 0.36 0.00
H 1.055963 5.573481 -1.664197 0.02 -0.37 0.06 0.00
H 2.247783 4.618632 0.349236 -0.36 -0.37 -0.32 0.00
H 1.915851 2.254737 0.902790 -0.03 0.08 -0.10 0.00
C -3.399681 0.614985 -3.039807 -0.09 -0.18 -0.58 0.00
C -3.682394 1.023752 -1.602823 -0.05 -0.07 0.15 0.00
C -3.254932 2.473953 -1.383271 -0.29 0.50 0.16 0.00
P -2.838586 -0.033345 -0.302773 -1.39 -0.36 -0.16 0.00
C -3.969153 0.247442 1.210910 0.36 -0.06 0.24 0.00
C -3.437594 1.178478 2.298587 -0.26 0.35 0.36 0.00
C -5.393943 0.705452 0.890101 -0.53 0.08 -0.30 0.00
C -3.345591 -1.830895 -0.644399 0.44 0.14 0.15 0.00
C -2.676687 -2.382116 -1.907742 -0.04 -0.23 -0.31 0.00
C -4.828998 -2.192561 -0.653111 -0.55 -0.01 0.12 0.00
H -3.788540 1.396461 -3.722099 0.17 -0.38 0.31 0.00
H -3.892067 -0.332375 -3.313030 0.23 0.41 0.10 0.00
H -2.321713 0.518734 -3.236386 -0.39 -0.03 0.01 0.00
H -4.771745 0.935833 -1.432121 0.59 0.02 -0.02 0.00
H -2.181492 2.606194 -1.579807 -0.24 -0.03 0.11 0.00
H -3.472756 2.823145 -0.356646 0.14 -0.10 -0.40 0.00
H -3.793315 3.141333 -2.083796 0.21 -0.31 0.35 0.00
H -4.018168 -0.767312 1.646570 0.04 0.28 -0.19 0.00
H -3.579193 2.242506 2.022095 0.07 -0.54 0.16 0.00
H -2.389721 1.022970 2.537545 -0.14 0.02 -0.01 0.00
H -4.010613 0.991290 3.231679 0.29 0.20 -0.52 0.00
H -5.406012 1.761442 0.545190 -0.03 -0.62 0.20 0.00
H -5.986591 0.663064 1.826179 0.30 0.03 -0.49 0.00
H -5.912513 0.081096 0.138107 0.25 0.40 0.45 0.00
H -2.900935 -2.338112 0.233013 -0.09 0.23 -0.24 0.00
H -3.358945 -2.313315 -2.779041 0.44 -0.11 0.50 0.00
H -2.407406 -3.448538 -1.778553 -0.16 0.42 -0.12 0.00
H -1.772437 -1.820578 -2.155518 -0.12 -0.15 -0.07 0.00
H -5.378424 -1.707872 -1.487631 0.32 -0.24 0.47 0.00
H -5.335709 -1.952407 0.298398 0.22 -0.12 -0.51 0.00
H -4.915025 -3.288641 -0.789282 0.01 0.51 -0.02 0.00
N 1.040450 -3.847272 -0.679676 -1.01 0.25 0.63 0.00
C 0.085587 -3.252309 0.050642 0.88 -0.31 -0.68 0.00
O -0.104310 -1.995328 -0.023140 -0.02 -0.72 0.03 0.00
C -0.723735 -4.125004 0.926270 -0.31 -0.65 0.59 0.00
I 0.332850 -4.195583 2.837900 -0.28 -0.12 -0.45 0.00
H 1.784706 -3.294132 -1.096690 0.04 -0.14 0.08 0.00
H 1.218248 -4.839808 -0.544764 -0.02 0.30 -0.07 0.00
H -0.772355 -5.174283 0.562484 0.03 0.81 0.25 0.00
H -1.727255 -3.736251 1.138644 0.46 -0.08 -0.14 0.00

2.
19
Properties=species:S:1:pos:R:3:forces:R:3:lowdin_charge:R:1 method="wB97M-V/def2-TZVPD" lumo_energy_ev=0.894 smiles="C=C(O)C(=C)NCC" homo_ha=-0.306 de_lowest_ev=2.2026 orbital_gap_ha=0.33891
C -2.092080 -1.296470 1.293597 0.11 0.32 0.09 0.04
C -1.759525 -0.015737 1.160463 2.36 0.47 -0.01 -0.33
O -2.636289 0.972674 1.486380 0.30 0.05 -0.06 0.03
C -0.246545 0.456185 0.726935 -4.48 0.01 1.21 -0.35
C 0.371251 1.388044 1.450694 0.35 -0.24 0.21 0.03
N -0.002045 -0.004131 -0.510883 4.02 -0.40 -1.83 0.03
C 1.501956 0.125996 -1.011295 -2.31 -0.24 0.55 -0.20
C 1.655279 -0.677096 -2.284662 0.01 0.11 0.07 -0.11
H -1.393491 -2.083408 1.070772 0.21 -0.04 0.01 0.05
H -3.035779 -1.576896 1.732608 -0.24 0.01 -0.21 0.06
H -2.239677 1.822506 1.257166 0.01 -0.08 0.03 0.10
H -0.071448 1.755162 2.361419 -0.05 -0.11 0.14 0.06
H 1.372017 1.711908 1.229754 0.14 0.22 -0.21 0.04
H -0.389267 -0.914538 -0.716309 -0.05 0.06 0.02 0.11
H 2.199262 -0.215383 -0.235349 -0.29 0.04 0.00 0.11
H 1.674054 1.190149 -1.187469 -0.07 -0.10 0.05 0.11
H 0.940147 -0.342763 -3.033937 -0.02 0.00 -0.05 0.07
H 2.658756 -0.558119 -2.693105 0.00 -0.01 0.00 0.07
H 1.493430 -1.738085 -2.096778 0.00 -0.06 -0.02 0.07

3.
94
Properties=species:S:1:pos:R:3:forces:R:3:lowdin_charge:R:1 method="wB97M-V/def2-TZVPD" lumo_energy_ev=2.375 total_charge=-1 homo_ha=-0.064 orbital_gap_ha=0.15113
C 0.356959 0.960427 -3.679606 0.15 -0.05 0.33 -0.06
C 0.701434 -0.187539 -2.749688 0.38 0.11 -0.07 -0.40
C 1.200264 0.295155 -1.378549 -0.57 -0.05 0.73 -0.41
N 0.138814 0.163722 -0.400949 -0.17 -0.09 -0.14 -0.14
O 1.673340 -1.000515 -3.466932 -0.37 -0.13 -0.10 -0.13
C 1.556728 -2.373772 -3.167271 0.17 0.00 0.09 -0.20
C 2.214093 -2.747226 -1.855885 0.08 -0.11 0.16 -0.21
C 3.597307 -2.938237 -1.807169 -0.23 0.01 0.01 -0.06
C 4.234809 -3.203822 -0.604395 -0.13 0.01 0.04 -0.11
C 3.489576 -3.278447 0.572066 -0.01 -0.02 -0.12 -0.12
C 2.111611 -3.096077 0.530704 0.09 0.01 -0.01 -0.09
C 1.474318 -2.836455 -0.675880 0.14 -0.04 -0.26 -0.05
H -0.368831 1.604493 -3.175858 -0.01 -0.05 -0.09 0.08
H 1.271863 1.540505 -3.843888 -0.09 0.01 -0.15 0.08
H -0.030813 0.606662 -4.635645 -0.06 0.09 -0.01 0.06
H -0.187475 -0.787127 -2.525755 0.02 -0.09 -0.13 0.11
H 2.082722 -0.326155 -1.113136 0.28 0.16 -0.31 0.07
H 1.542533 1.341223 -1.465678 0.25 -0.07 -0.15 0.09
H 0.230251 0.940320 0.247979 0.06 0.00 0.00 -0.09
H 2.039355 -2.926980 -3.981521 0.03 0.11 0.01 0.12
H 0.499194 -2.667002 -3.150954 0.00 0.00 0.04 0.12
H 4.172962 -2.850683 -2.724457 -0.02 -0.01 0.05 0.11
H 5.310677 -3.336828 -0.590775 -0.02 -0.01 0.09 0.09
H 3.983759 -3.461244 1.519012 -0.01 0.03 -0.03 0.09
H 1.532538 -3.119078 1.447942 0.05 -0.01 -0.04 0.10
H 0.410472 -2.632676 -0.704413 0.03 0.07 0.09 0.10
C 5.036525 1.557279 2.990515 0.07 0.01 0.02 -0.08
C 4.618449 1.158015 1.577652 -0.09 -0.16 0.03 -0.43
C 4.116164 2.326034 0.720268 0.05 -0.18 -0.03 -0.21
O 2.816650 2.737842 1.055452 -0.28 0.26 -0.14 -0.19
C 2.671046 3.609991 2.146602 0.03 -0.07 -0.03 -0.12
N 3.639176 0.072657 1.655994 0.05 0.12 0.00 0.07
H 4.169392 1.700134 3.635437 -0.02 0.01 -0.03 0.06
H 5.643076 0.767832 3.435512 -0.03 -0.03 0.00 0.07
H 5.621770 2.480565 2.990119 0.00 0.01 0.00 0.07
H 5.507935 0.764124 1.072371 0.01 0.03 -0.05 0.13
H 4.044363 1.969631 -0.310336 -0.04 0.03 -0.01 0.12
H 4.814651 3.178526 0.732594 0.01 -0.02 0.12 0.12
H 3.491520 4.338062 2.191161 0.02 0.00 0.02 0.08
H 2.614306 3.074860 3.099258 0.03 0.02 0.01 0.07
H 1.730805 4.143337 2.007555 0.00 0.01 -0.01 0.08
H 3.450863 -0.296703 0.726513 0.05 -0.05 0.01 0.06
H 2.743654 0.469469 1.939653 -0.02 0.03 -0.04 0.04
C 0.356143 3.348127 -9.887052 0.02 0.05 -0.03 -0.08
C -0.741831 3.395678 -8.829139 0.03 -0.08 -0.08 -0.44
C -0.271995 3.022696 -7.418241 -0.03 0.08 0.13 -0.21
O -0.056966 1.647107 -7.208917 -0.06 -0.06 -0.18 -0.20
C 1.183536 1.136790 -7.650656 0.00 -0.09 0.14 -0.10
N -1.871172 2.575788 -9.278205 -0.02 0.02 0.08 0.03
H 0.568295 2.324404 -10.195822 0.01 -0.02 0.04 0.06
H 0.042209 3.895977 -10.775691 -0.03 -0.03 -0.01 0.07
H 1.282003 3.793859 -9.518830 0.00 -0.01 0.01 0.08
H -1.094612 4.430563 -8.768149 0.00 0.01 0.04 0.13
H -1.061564 3.298004 -6.714239 0.01 -0.02 0.02 0.12
H 0.625332 3.593368 -7.140831 0.01 0.00 -0.06 0.12
H 1.982466 1.874809 -7.525996 0.01 0.00 -0.01 0.09
H 1.148627 0.817168 -8.696811 0.03 0.06 -0.01 0.07
H 1.411095 0.269852 -7.031315 0.01 0.02 0.03 0.09
H -2.653245 2.706401 -8.643997 -0.02 0.03 -0.03 0.07
H -1.608489 1.600682 -9.161173 0.01 0.00 -0.04 0.07
C -0.873496 1.607782 4.073030 -0.07 0.06 -0.01 -0.07
C -0.848926 0.355331 3.197584 0.11 0.13 0.04 -0.43
C -1.376085 -0.898997 3.902364 -0.16 -0.08 -0.17 -0.20
O -0.502230 -1.489249 4.854447 0.00 0.02 0.06 -0.19
C -0.482817 -0.862491 6.114538 0.04 -0.07 -0.01 -0.13
N 0.480689 0.190650 2.632014 0.14 -0.20 0.50 0.04
H -0.033295 1.625178 4.769700 0.00 -0.03 0.01 0.06
H -0.788723 2.493065 3.442632 0.04 -0.01 -0.01 0.07
H -1.800600 1.682317 4.648099 0.00 0.00 0.00 0.07
H -1.524339 0.527241 2.353254 -0.03 -0.05 -0.01 0.14
H -1.528184 -1.667398 3.140761 0.06 -0.02 0.01 0.12
H -2.349562 -0.701515 4.375614 0.02 0.08 0.00 0.10
H -1.474269 -0.480554 6.385689 0.00 0.03 0.01 0.08
H 0.234160 -0.037357 6.154814 -0.04 0.04 0.01 0.07
H -0.181119 -1.611116 6.849276 0.00 0.00 0.00 0.08
H 0.463063 -0.506706 1.885572 0.07 0.36 -0.41 0.04
H 1.111325 -0.143671 3.357524 -0.09 -0.11 0.01 0.07
C -4.383399 -2.625202 5.592582 0.08 -0.05 0.09 -0.06
C -5.638168 -1.792622 5.830085 0.11 0.02 -0.15 -0.43
C -6.943280 -2.512174 5.468895 -0.08 0.04 0.09 -0.22
O -7.209473 -2.613296 4.085784 0.02 -0.01 -0.03 -0.19
C -6.527025 -3.648613 3.404932 -0.05 0.02 -0.04 -0.11
N -5.489232 -0.507782 5.143469 -0.16 -0.01 0.04 0.04
H -4.105554 -2.650123 4.539283 -0.03 0.00 -0.01 0.06
H -3.540927 -2.191235 6.130457 0.01 0.02 -0.03 0.07
H -4.512233 -3.652819 5.938935 -0.02 0.00 -0.01 0.08
H -5.696971 -1.581169 6.903137 -0.04 -0.02 0.02 0.13
H -7.775913 -1.932230 5.876403 -0.01 0.00 -0.03 0.12
H -6.976514 -3.508194 5.933380 0.06 0.00 0.00 0.12
H -6.418115 -4.534253 4.039411 0.02 -0.01 0.00 0.09
H -5.539996 -3.333868 3.059805 0.02 -0.03 0.04 0.08
H -7.125376 -3.911366 2.533398 -0.01 0.00 0.00 0.09
H -6.254177 0.109341 5.397581 0.04 0.02 0.04 0.07
H -5.597875 -0.662479 4.144993 0.10 0.00 -0.01 0.07

4.
9
Properties=species:S:1:pos:R:3:forces:R:3:lowdin_charge:R:1 method="wB97M-V/def2-TZVPD" lumo_energy_ev="-8.291 / -8.007" total_charge=+1 homo_ha="-0.596 / -0.575" de_lowest_ev=4.6134 orbital_gap_ha="0.29108 / 0.28104"
C -1.113883 0.560236 0.601501 -0.39 0.75 -0.98 -0.14
O 0.426331 -0.683841 -1.305626 0.07 -0.43 -1.74 -0.12
F 0.451060 -1.810012 0.765117 0.09 0.77 0.14 -0.10
P 0.479199 -0.381507 0.172195 -0.97 0.13 0.90 0.84
Cl 3.569893 0.491173 0.241502 -0.79 -0.18 0.03 0.08
H -2.001102 -0.114656 0.708992 1.14 -0.11 0.81 0.08
H -1.444152 0.956911 -0.450178 1.23 0.24 1.95 0.10
H -0.934601 1.309506 1.470749 -0.51 -1.29 -1.82 0.10
H 0.567255 -0.327809 -2.204255 0.13 0.12 0.71 0.16